[1]
Computed, not measured: a single C4H8O2 molecule, with wB97M-V/def2-TZVPD.

Geometry (Å):
O: -1.84 -0.27 -1.37
C: -0.79 -0.45 -0.80
O: -0.07 -1.56 -0.89
C: -0.08 0.68 -0.04
C: 0.98 0.12 0.93
C: 1.46 1.32 1.79
H: -0.47 -2.27 -1.43
H: 0.22 1.37 -0.82
H: -0.86 1.21 0.51
H: 1.79 -0.37 0.39
H: 0.65 -0.65 1.61
H: 2.00 1.12 2.72
H: 1.99 2.11 1.26
H: 0.52 1.76 2.14

SMILES	CCCC(=O)O
gap between HOMO and LUMO	10.9	eV
relative energy (zero: lowest compared OMol25 entry of this formula, charge and spin)	7.92	kcal per mole
LUMO energy	0.715	eV


[2]
Computed, not measured: a molecular structure, F2KNO4S2, with wB97M-V/def2-TZVPD.

Geometry (Å):
K: -0.53 -1.96 -2.43
N: -0.08 -0.76 -0.04
S: -1.12 0.37 0.14
O: -1.23 1.34 -0.91
O: -1.37 0.87 1.46
F: -2.41 -0.61 -0.08
S: 1.24 0.15 0.45
O: 1.64 0.13 1.83
O: 1.57 1.36 -0.25
F: 2.29 -0.88 -0.17

gap between HOMO and LUMO	8.8	eV
relative energy (zero: lowest compared OMol25 entry of this formula, charge and spin)	26.91	kcal per mole
LUMO energy	-1.453	eV


[3]
Computed, not measured: a molecular structure, C16H25Cl2NO2Tc, with wB97M-V/def2-TZVPD.

Geometry (Å):
C: -1.64 0.21 -1.37
C: -2.38 -0.09 -0.15
C: -1.88 -1.31 0.40
C: -3.62 0.60 0.28
C: -1.00 -1.89 -0.53
C: -0.82 -0.96 -1.64
C: -0.46 -1.41 -3.02
C: -2.22 1.04 -2.48
C: -2.33 -1.90 1.68
C: -0.46 -3.28 -0.50
Tc: 0.34 0.69 -0.49
Cl: -0.94 1.86 1.19
Cl: 0.05 3.03 -1.02
O: 1.59 -0.78 -0.42
H: -3.75 1.49 -0.30
H: -3.53 0.92 1.34
H: -4.52 -0.02 0.11
H: -2.39 -1.13 2.46
H: -1.66 -2.70 2.00
H: -3.34 -2.32 1.58
H: -0.26 -3.61 0.52
H: 0.46 -3.34 -1.09
H: -1.16 -3.98 -0.96
H: 0.40 -2.09 -3.00
H: -0.20 -0.54 -3.64
H: -1.32 -1.92 -3.49
H: -2.67 1.95 -2.07
H: -2.96 0.43 -3.01
H: -1.42 1.35 -3.15
H: 1.88 -1.39 0.28
O: 1.26 1.14 -2.27
H: 1.69 0.45 -2.83
C: 0.78 0.29 3.17
C: 1.96 0.91 2.60
C: 3.14 1.54 3.12
C: 3.86 1.98 1.99
C: 3.10 1.66 0.85
C: 3.61 1.83 -0.54
N: 1.92 1.14 1.22
H: 0.84 0.10 4.26
H: 0.64 -0.65 2.62
H: -0.14 0.94 2.87
H: 3.40 1.69 4.16
H: 4.83 2.48 1.92
H: 2.98 2.51 -1.15
H: 4.63 2.25 -0.52
H: 3.69 0.83 -0.99

2S+1	4
gap between HOMO and LUMO (spin up / spin down)	5.3 / 5.3	eV
relative energy (zero: lowest compared OMol25 entry of this formula, charge and spin)	42.95	kcal per mole
LUMO energy (spin up / spin down)	5.348 / 5.338	eV
total charge	-2
expectation value of S²	3.8240


[4]
Computed, not measured: 3 unconnected molecules or ions with the total composition C38H71FN5O4S3, with wB97M-V/def2-TZVPD.

Geometry (Å):
C: 3.39 -0.42 3.85
C: 3.47 1.11 3.27
S: 3.36 1.26 1.40
C: 2.07 0.09 0.68
N: 0.71 0.75 0.42
C: -0.13 0.99 1.69
C: -1.62 1.68 1.68
C: -2.23 2.10 0.21
C: -3.72 2.79 -0.01
O: -4.88 2.14 0.14
O: -3.69 4.23 -0.43
C: -2.90 5.01 0.53
F: -3.31 4.66 1.93
C: -3.11 6.63 0.19
C: -2.01 7.05 -0.97
C: -1.30 1.81 -1.14
C: -1.97 2.21 -2.58
C: -3.10 1.02 -2.91
N: -2.57 -0.33 -2.45
C: -2.73 -1.40 -3.50
C: -1.78 -1.23 -4.83
C: -3.45 -0.82 -1.28
C: -5.07 -1.13 -1.42
O: -2.91 -1.06 -0.05
C: 0.21 1.13 -0.95
C: 1.08 0.92 -2.33
C: 1.60 2.30 -3.04
C: 1.96 3.53 -2.02
S: 3.21 4.77 -2.74
C: 4.67 3.82 -3.52
S: 4.53 3.59 -5.23
N: 5.82 3.28 -2.70
C: 5.43 2.12 -1.81
C: 5.64 0.63 -2.52
O: 7.02 0.44 -3.03
C: 7.11 1.45 -4.13
C: 7.06 3.00 -3.53
H: 3.59 -0.50 5.01
H: 2.29 -0.87 3.68
H: 4.12 -1.19 3.33
H: 4.53 1.54 3.62
H: 2.57 1.70 3.78
H: 1.86 -0.72 1.53
H: 2.48 -0.52 -0.23
H: 0.29 0.68 2.77
H: -2.25 1.83 2.68
H: -1.74 4.83 0.47
H: -4.22 6.85 -0.12
H: -2.78 7.20 1.18
H: -1.21 6.19 -1.15
H: -2.60 7.21 -1.99
H: -1.40 8.02 -0.72
H: -1.24 2.20 -3.49
H: -2.57 3.22 -2.58
H: -4.13 1.31 -2.38
H: -3.35 1.01 -4.07
H: -3.83 -1.56 -3.88
H: -2.42 -2.43 -2.98
H: -1.45 -2.32 -5.16
H: -2.35 -0.73 -5.74
H: -0.80 -0.62 -4.66
H: -5.64 -1.10 -0.40
H: -5.56 -0.31 -2.12
H: -5.29 -2.17 -1.93
H: 2.01 0.21 -2.23
H: 0.35 0.40 -3.11
H: 2.56 2.00 -3.68
H: 0.84 2.74 -3.84
H: 2.34 3.09 -1.00
H: 0.97 4.15 -1.84
H: 6.11 2.21 -0.83
H: 4.32 2.15 -1.43
H: 5.37 -0.17 -1.69
H: 4.83 0.48 -3.38
H: 6.24 1.21 -4.87
H: 8.17 1.23 -4.65
H: 7.98 3.06 -2.78
H: 7.28 3.81 -4.35
C: -6.83 -7.11 -3.47
C: -6.76 -5.59 -3.56
N: -6.58 -5.07 -4.92
C: -6.26 -3.64 -4.95
C: -7.32 -2.66 -4.45
C: -7.57 -5.51 -5.91
C: -9.04 -5.20 -5.64
H: -5.94 -7.58 -3.91
H: -6.88 -7.42 -2.42
H: -7.72 -7.51 -3.97
H: -5.90 -5.28 -2.95
H: -7.65 -5.17 -3.08
H: -5.98 -3.36 -5.98
H: -5.35 -3.49 -4.36
H: -8.13 -2.53 -5.17
H: -6.87 -1.68 -4.30
H: -7.75 -2.97 -3.49
H: -7.47 -6.60 -6.03
H: -7.30 -5.11 -6.89
H: -9.32 -5.39 -4.60
H: -9.67 -5.83 -6.27
H: -9.28 -4.16 -5.88
C: 4.10 0.89 8.78
C: 4.24 -0.62 8.68
N: 5.59 -1.07 8.33
C: 5.66 -2.50 7.99
C: 5.34 -3.50 9.10
C: 6.68 -0.59 9.18
C: 6.62 -0.92 10.67
H: 4.40 1.38 7.85
H: 3.05 1.15 8.97
H: 4.68 1.31 9.60
H: 3.55 -0.96 7.91
H: 3.90 -1.07 9.63
H: 6.65 -2.73 7.58
H: 4.96 -2.68 7.16
H: 6.17 -3.60 9.80
H: 5.18 -4.49 8.66
H: 4.44 -3.24 9.65
H: 6.74 0.50 9.08
H: 7.64 -0.94 8.79
H: 5.62 -0.78 11.09
H: 7.29 -0.26 11.23
H: 6.94 -1.94 10.87

gap between HOMO and LUMO	5.0	eV
LUMO energy	-4.629	eV
total charge	+1